Entry i
Molecular formula: C7H11N2
Method: DFT, the ωB97M-V functional and the def2-TZVPD basis

Element x y z (Å)
C (2.832, -0.487, -0.069)
C (1.672, -1.156, -0.170)
C (2.585, 0.953, 0.101)
C (0.595, -0.126, 0.081)
C (-0.483, 0.119, -0.998)
C (-0.712, -0.808, 0.885)
C (-2.444, 0.967, 0.156)
N (1.339, 1.177, 0.226)
N (-1.623, -0.231, -0.122)
H (3.658, -1.123, -0.115)
H (1.406, -2.212, -0.055)
H (3.276, 1.776, 0.217)
H (-0.385, 1.115, -1.401)
H (-0.240, -0.549, -1.815)
H (-0.598, -1.899, 0.808)
H (-0.792, -0.535, 2.048)
H (-3.011, 1.259, -0.696)
H (-3.215, 1.037, 1.037)
H (-1.645, 1.732, 0.409)
H (-2.215, -1.009, -0.526)

Summary:
Gap between HOMO and LUMO   0.3659 Eh
Structure (SMILES)   C[N@H+]1C[C@]2(C=CC=N2)C1
E_LUMO   -3.52 eV
Charge   +1

natural (NBO) analysis output, partial charges in e:
1. C -0.232
2. C -0.202
3. C 0.098
4. C 0.044
5. C -0.241
6. C -0.219
7. C -0.443
8. N -0.399
9. N -0.368
10. H 0.244
11. H 0.229
12. H 0.236
13. H 0.270
14. H 0.252
15. H 0.248
16. H 0.277
17. H 0.245
18. H 0.267
19. H 0.244
20. H 0.449


Entry ii
Molecular formula: C7H11N2
Method: DFT, the ωB97M-V functional and the def2-TZVPD basis

Element x y z (Å)
C (-2.399, 0.452, -0.037)
C (-2.091, -0.850, 0.546)
C (-1.503, 1.269, -0.592)
C (-0.874, -1.334, 0.351)
C (-0.071, 0.841, -0.689)
C (0.781, 0.686, 0.685)
C (0.224, -0.475, -0.090)
N (2.236, 0.662, 0.559)
N (1.422, -1.132, -0.841)
H (-3.429, 0.691, 0.157)
H (-2.845, -1.542, 0.855)
H (-1.901, 2.258, -0.899)
H (-0.639, -2.251, 0.811)
H (0.539, 1.272, -1.446)
H (0.468, 1.099, 1.607)
H (2.604, 0.032, 1.385)
H (2.580, 1.655, 0.642)
H (1.339, -0.750, -1.831)
H (1.383, -2.255, -0.789)
H (2.177, -0.327, -0.382)

Summary:
Gap between HOMO and LUMO   0.3404 Eh
E_LUMO   -3.16 eV
Charge   +1

natural (NBO) analysis output, partial charges in e:
1. C -0.208
2. C -0.157
3. C -0.178
4. C -0.222
5. C -0.262
6. C -0.079
7. C 0.087
8. N -0.819
9. N -0.793
10. H 0.234
11. H 0.240
12. H 0.252
13. H 0.224
14. H 0.242
15. H 0.242
16. H 0.416
17. H 0.434
18. H 0.431
19. H 0.463
20. H 0.454


Entry iii
Molecular formula: C7H11N2
Method: DFT, the ωB97M-V functional and the def2-TZVPD basis

Element x y z (Å)
C (-2.428, 1.197, -0.058)
C (-2.584, -0.147, -0.028)
C (-0.427, 0.293, 0.038)
C (-1.120, -2.035, 0.129)
C (1.334, 0.164, -0.019)
C (1.980, -1.133, -0.103)
C (2.012, 1.460, 0.040)
N (-1.095, 1.471, -0.017)
N (-1.327, -0.737, 0.042)
H (-3.171, 1.965, -0.097)
H (-3.475, -0.739, -0.040)
H (-0.140, -2.437, 0.258)
H (-1.968, -2.691, 0.109)
H (1.503, -1.786, -0.837)
H (3.026, -0.995, -0.372)
H (1.957, -1.646, 0.865)
H (3.048, 1.328, 0.343)
H (2.019, 1.940, -0.944)
H (1.525, 2.147, 0.732)
H (-0.670, 2.381, -0.041)

Summary:
Gap between HOMO and LUMO (alpha / beta)   0.2959 / 0.2679 Eh
Structure (SMILES)   C=[n+]1cc[nH]c1=C(C)C
E_LUMO (alpha / beta)   -4.22 / -4.57 eV
Charge   +1

natural (NBO) analysis output, partial charges in e:
1. C -0.011
2. C -0.085
3. C 0.371
4. C -0.094
5. C 0.201
6. C -0.717
7. C -0.712
8. N -0.509
9. N -0.324
10. H 0.259
11. H 0.254
12. H 0.212
13. H 0.215
14. H 0.240
15. H 0.258
16. H 0.250
17. H 0.257
18. H 0.250
19. H 0.230
20. H 0.454


Last place for stability: entry i